Formula: C32H76N2NiO8
Source: OMol25
Level of theory: the ωB97M-V functional and the def2-TZVPD basis

```
119
Properties=species:S:1:pos:R:3:forces:R:3:mulliken_charge:R:1
Ni -0.219 0.004 -0.260 0.004 0.508 -0.817 1.6500
C -1.107 -3.125 2.672 1.354 1.768 0.947 -1.2852
C -1.553 -1.858 3.553 -1.903 -1.935 1.251 0.9358
C -1.565 -2.370 5.077 -0.009 2.129 0.147 -0.9741
C -1.819 -1.167 6.056 1.604 -0.977 -0.253 -0.6933
C -0.734 -0.136 5.769 -1.534 1.003 0.593 -1.3484
C -0.860 0.475 4.370 -0.501 0.233 0.156 1.6150
N -0.683 -0.662 3.414 0.802 -0.861 -1.359 -0.1205
O -0.483 -0.343 1.972 -0.694 0.232 1.355 0.7775
C 0.297 1.449 4.255 0.332 0.458 -1.447 -1.9498
C -2.184 1.347 4.173 0.422 -0.629 -0.203 -1.3808
C -3.083 -1.605 3.272 0.212 0.479 -0.458 -1.4905
H -0.174 -3.503 3.090 0.193 -0.055 0.374 0.3098
H -0.764 -2.799 1.691 -0.715 -0.100 -0.245 -0.2858
H -1.789 -3.975 2.708 -0.345 0.447 -0.204 0.5048
H -0.570 -2.746 5.318 -0.004 -0.259 0.041 0.3462
H -2.336 -3.086 5.362 0.086 -0.495 -0.895 0.3460
H -1.673 -1.503 7.083 -0.011 -0.295 0.118 0.4577
H -2.824 -0.747 6.065 0.038 0.026 -0.510 0.3096
H 0.282 -0.449 6.011 -0.038 -0.541 -0.431 0.3247
H -0.896 0.671 6.484 -0.022 0.448 0.015 0.3506
H 1.264 0.950 4.308 0.028 -0.096 0.166 0.1570
H 0.276 2.306 4.928 -0.246 -0.397 0.534 0.5588
H 0.240 1.925 3.276 0.091 -0.110 -0.312 0.2132
H -3.099 0.948 4.611 0.107 -0.520 -0.249 0.2467
H -2.280 1.444 3.091 -0.267 -0.083 -0.090 -0.0051
H -2.181 2.365 4.561 0.765 0.060 0.196 0.4245
H -3.701 -2.454 2.980 0.587 -0.496 -0.388 0.4422
H -3.136 -0.857 2.481 -0.312 0.170 -0.075 -0.0388
H -3.660 -1.263 4.131 0.421 0.541 0.118 0.3404
C -2.756 1.247 -3.888 0.464 0.060 1.566 -1.4581
C -1.414 0.910 -4.552 0.717 -0.259 -0.673 1.3300
C -1.346 1.999 -5.642 2.263 -1.069 -1.968 -1.2229
C 0.065 2.184 -6.398 -0.294 0.639 1.685 -1.0371
C 1.145 2.413 -5.314 -1.228 -0.392 -0.307 -1.2334
C 1.106 1.256 -4.193 0.429 1.963 0.370 1.8172
N -0.247 1.063 -3.577 -2.030 0.682 -0.249 0.3337
O -0.403 0.121 -2.468 0.979 -0.166 -0.866 0.7555
C 2.001 1.794 -3.043 -0.019 0.031 -0.223 -1.2817
C 1.718 0.039 -4.831 -0.088 -1.040 -0.452 -1.6740
C -1.557 -0.495 -5.284 0.855 0.072 0.411 -1.6492
H -2.953 0.573 -3.054 -0.135 -0.229 -0.116 -0.1227
H -3.642 1.360 -4.513 0.289 -0.529 -0.491 0.4124
H -2.648 2.230 -3.430 0.160 0.174 0.208 0.1678
H -1.703 2.960 -5.272 0.015 -0.023 -0.185 0.4702
H -1.952 1.558 -6.433 -0.762 0.714 0.029 0.4336
H 0.052 3.074 -7.027 -0.375 0.229 0.029 0.4787
H 0.376 1.418 -7.108 -0.456 -0.586 0.366 0.3470
H 1.037 3.446 -4.984 -0.722 -0.050 1.054 0.3838
H 2.103 2.589 -5.803 0.572 -1.162 0.118 0.4628
H 2.210 0.995 -2.332 0.200 0.220 0.046 -0.3347
H 1.578 2.650 -2.516 -0.917 -0.337 0.135 -0.1611
H 2.890 2.319 -3.393 0.601 -0.823 -0.492 0.5065
H 1.345 -0.180 -5.832 -0.259 0.391 -0.137 0.3345
H 1.430 -0.860 -4.287 0.413 -0.008 0.406 0.1163
H 2.795 0.134 -4.970 0.122 -0.096 0.396 0.4447
H -1.346 -1.319 -4.603 -0.691 0.059 0.456 0.0723
H -0.842 -0.749 -6.067 0.507 0.843 -0.178 0.3586
H -2.501 -0.595 -5.819 -0.363 -0.007 0.548 0.4995
C -2.330 -3.915 -0.614 0.975 0.446 0.482 -1.5169
C -2.397 -2.467 -1.098 -3.428 -0.211 -0.359 1.0336
C -3.890 -2.007 -1.123 0.712 -0.346 -0.356 -1.5960
O -1.774 -1.562 -0.270 2.643 1.418 0.461 0.4050
H -2.643 -4.651 -1.355 -0.230 0.187 0.043 0.4068
H -2.876 -4.000 0.326 -0.344 -0.180 -0.137 0.3231
H -1.301 -4.137 -0.331 0.105 -0.139 -0.157 0.3130
H -2.066 -2.354 -2.130 0.652 0.167 0.222 -0.0383
H -4.387 -2.034 -0.154 0.132 -0.734 0.257 0.3293
H -4.361 -2.672 -1.847 -0.666 0.442 0.029 0.4765
H -3.951 -0.942 -1.348 0.071 -0.168 -0.812 0.1807
H -2.221 -1.351 0.552 -0.189 -0.353 0.427 -0.5378
C 3.426 -1.989 -1.284 -0.524 -0.144 0.218 -1.2056
C 1.871 -2.156 -1.328 2.364 0.202 -0.433 1.3801
C 1.531 -3.638 -1.220 -0.259 0.720 -0.089 -1.4378
O 1.404 -1.363 -0.227 -1.630 0.264 -1.343 1.6147
H 3.810 -1.030 -1.634 -0.395 0.130 -0.118 0.1568
H 3.960 -2.770 -1.826 -0.092 -0.084 0.077 0.5163
H 3.656 -2.037 -0.220 0.535 -0.303 0.051 0.1617
H 1.547 -1.732 -2.278 -0.673 0.213 0.404 -0.6321
H 1.863 -3.964 -0.234 -0.236 -0.378 -0.002 0.2854
H 2.054 -4.191 -2.000 0.147 0.016 0.080 0.4901
H 0.468 -3.798 -1.398 0.004 -0.076 0.383 0.1420
H 1.942 -1.483 0.559 0.250 -0.130 0.745 -0.5732
C 2.897 -1.755 4.656 0.004 -1.313 0.420 -1.0717
C 3.315 -1.154 3.334 -0.040 1.368 0.764 1.1894
C 4.743 -1.517 2.969 0.000 -0.252 0.344 -1.6500
O 2.428 -1.565 2.333 -0.140 -1.603 -1.159 -0.7637
H 1.838 -1.590 4.857 0.025 0.340 0.080 -0.1564
H 3.505 -1.560 5.539 0.041 0.813 -0.143 0.4519
H 2.997 -2.839 4.597 -0.103 -0.319 -0.357 0.3726
H 2.997 -0.111 3.346 1.453 0.846 0.615 -0.1777
H 4.780 -2.593 3.136 0.135 -0.265 -0.622 0.3982
H 5.522 -1.167 3.647 -0.349 0.531 0.222 0.3832
H 5.062 -1.241 1.964 -0.297 -0.133 -0.065 0.3433
H 1.564 -1.344 2.688 -1.131 0.113 -0.289 -0.2136
C 3.565 1.383 0.440 -0.989 0.550 0.866 -1.2507
C 2.163 1.980 0.873 1.199 0.849 -0.944 1.6498
C 2.223 3.501 0.837 0.602 -0.168 0.586 -1.9173
O 1.133 1.671 -0.094 0.326 -1.016 0.740 1.0215
H 3.848 1.741 -0.550 -0.412 -0.592 -0.327 0.3344
H 3.584 0.308 0.619 -0.086 -0.020 -0.670 -0.1119
H 4.389 1.764 1.044 -0.265 0.272 0.565 0.5249
H 1.901 1.695 1.892 -0.286 -0.571 -0.266 -0.9062
H 2.958 3.764 1.599 0.017 0.603 -0.170 0.4553
H 1.271 3.983 1.055 -0.112 -0.178 0.274 0.4308
H 2.522 3.851 -0.151 0.336 0.018 -0.029 0.4215
H 0.856 2.534 -0.412 -0.524 -0.236 -0.388 -0.6147
C -0.621 4.748 -2.491 -0.500 0.104 0.481 -0.4034
O -0.915 4.355 -1.138 0.179 -1.071 0.398 -0.4240
H 0.459 4.763 -2.640 -0.013 0.650 0.221 0.1466
H -0.960 4.029 -3.237 -0.485 -0.124 0.265 -0.1218
H -1.165 5.692 -2.525 0.700 0.254 -1.214 0.5346
H -1.526 4.991 -0.758 0.115 -0.058 -0.035 0.2770
C -2.989 1.541 -0.013 -0.183 1.463 -0.661 -0.8929
O -1.590 1.668 -0.323 -0.903 -1.556 0.876 0.1657
H -3.593 1.128 -0.820 0.429 -0.393 -0.209 0.1581
H -3.263 1.047 0.919 0.710 -0.037 0.089 0.0218
H -3.285 2.590 0.012 -0.735 -0.037 0.548 0.5824
H -1.476 2.581 -0.595 0.658 0.257 -0.436 -0.1533
```
Forces are in eV/Å.

Results
multiplicity = 3
orbital gap (spin up / spin down) = 6.528 / 6.434 eV
HOMO level (spin up / spin down) = -6.25 / -6.16 eV